Record 1
{"formula": "C56H43BCl2F4O2P3SiZn", "method": "the ωB97M-V functional and the def2-TZVPD basis", "species": ["Zn", "C", "C", "C", "C", "C", "C", "P", "C", "C", "C", "C", "C", "C", "C", "C", "C", "C", "C", "C", "Si", "C", "C", "C", "C", "C", "C", "P", "C", "C", "C", "C", "C", "C", "C", "C", "C", "C", "C", "C", "C", "C", "C", "C", "C", "C", "P", "C", "C", "C", "C", "C", "C", "C", "C", "C", "C", "C", "C", "H", "H", "H", "H", "H", "H", "H", "H", "H", "H", "H", "H", "H", "H", "H", "H", "H", "H", "H", "H", "H", "H", "H", "H", "H", "H", "H", "H", "H", "H", "H", "H", "H", "H", "H", "H", "H", "H", "H", "H", "H", "H", "F", "B", "F", "F", "F", "Cl", "C", "Cl", "C", "O", "O", "H"], "xyz": [[-0.123, 1.234, -0.462], [1.589, -4.593, -3.343], [1.902, -4.364, -2.031], [1.174, -3.431, -1.334], [0.087, -2.810, -1.912], [-0.301, -3.090, -3.249], [0.461, -3.994, -3.969], [-0.761, -1.564, -0.896], [-2.440, -1.877, -1.515], [-3.076, -3.140, -1.541], [-4.257, -3.284, -2.233], [-4.832, -2.237, -2.888], [-4.301, -0.968, -2.720], [-3.085, -0.784, -2.114], [-0.470, -2.219, 0.800], [-0.849, -3.567, 1.112], [-0.750, -4.129, 2.376], [-0.184, -3.391, 3.385], [0.230, -2.076, 3.050], [0.058, -1.457, 1.821], [0.561, 0.451, 1.716], [2.416, 0.765, 2.311], [2.652, 1.842, 3.144], [3.977, 2.222, 3.407], [5.116, 1.630, 2.885], [4.879, 0.588, 1.966], [3.581, 0.270, 1.643], [3.179, -0.881, 0.241], [4.581, -2.032, 0.302], [5.621, -2.080, -0.583], [6.518, -3.088, -0.476], [6.531, -3.958, 0.595], [5.489, -3.944, 1.498], [4.534, -3.016, 1.330], [3.484, 0.344, -1.126], [3.116, -0.179, -2.393], [3.156, 0.643, -3.531], [3.424, 1.989, -3.422], [3.628, 2.500, -2.126], [3.681, 1.681, -1.004], [-0.561, 1.163, 3.178], [-0.463, 0.945, 4.510], [-1.566, 1.227, 5.374], [-2.677, 1.971, 4.963], [-2.774, 2.198, 3.584], [-1.794, 1.775, 2.686], [-2.211, 1.862, 0.877], [-3.693, 0.791, 0.760], [-4.944, 1.137, 0.146], [-5.984, 0.161, 0.127], [-5.666, -1.141, 0.554], [-4.444, -1.526, 0.982], [-3.495, -0.477, 1.187], [-2.743, 3.512, 0.390], [-3.016, 3.827, -0.954], [-3.692, 4.998, -1.273], [-4.040, 5.893, -0.279], [-3.697, 5.667, 1.015], [-2.941, 4.546, 1.377], [2.213, -5.159, -3.988], [2.750, -4.834, -1.516], [1.422, -3.324, -0.274], [-1.130, -2.488, -3.702], [0.169, -4.291, -4.944], [-2.585, -4.020, -1.136], [-4.792, -4.242, -2.293], [-5.756, -2.417, -3.466], [-4.774, -0.113, -3.189], [-2.530, 0.120, -2.085], [-1.177, -4.232, 0.317], [-0.978, -5.182, 2.437], [0.001, -3.715, 4.432], [0.690, -1.464, 3.800], [1.847, 2.387, 3.596], [4.212, 3.003, 4.175], [6.099, 1.974, 3.026], [5.657, 0.197, 1.316], [5.730, -1.492, -1.493], [7.315, -3.217, -1.221], [7.334, -4.647, 0.705], [5.347, -4.679, 2.252], [3.676, -2.956, 1.984], [2.820, -1.231, -2.483], [2.987, 0.210, -4.476], [3.427, 2.595, -4.328], [3.547, 3.581, -1.990], [3.620, 2.138, -0.011], [0.404, 0.355, 4.875], [-1.470, 0.877, 6.392], [-3.415, 2.503, 5.589], [-3.716, 2.723, 3.300], [-5.235, 2.135, -0.346], [-6.951, 0.238, -0.154], [-6.399, -1.955, 0.442], [-4.299, -2.558, 1.433], [-2.602, -0.762, 1.663], [-2.744, 3.062, -1.686], [-3.974, 5.280, -2.287], [-4.543, 6.800, -0.632], [-3.953, 6.444, 1.695], [-2.595, 4.460, 2.403], [2.815, 4.330, 0.131], [1.426, 4.328, 0.358], [0.783, 3.324, -0.537], [0.868, 5.515, 0.014], [1.028, 4.044, 1.677], [0.320, 2.185, -6.014], [-0.187, 2.400, -4.304], [-1.871, 3.111, -4.228], [-0.314, 1.219, -3.389], [-0.565, 1.705, -2.205], [-0.253, 0.084, -3.790], [0.507, 3.114, -3.759]], "mulliken_charge": [3.409, -0.683, -0.608, -0.233, 0.548, -0.678, -0.899, 1.254, 1.223, -0.778, -0.733, -0.799, -0.924, 0.558, -0.359, -0.149, -1.066, -1.046, -0.423, 0.361, 1.752, 0.807, -0.861, -0.901, -1.108, 0.229, -0.446, 1.161, 0.116, -0.154, -0.498, -0.617, -0.690, -0.735, 0.240, -0.481, -0.832, -0.670, -0.345, -0.229, 0.819, 0.152, -0.932, -0.941, -0.366, -0.861, 0.606, 0.056, -0.298, -1.228, -0.310, -0.841, -0.388, 0.790, -0.373, -0.478, -0.521, -0.854, -0.717, 0.390, 0.404, 0.134, 0.353, 0.492, 0.117, 0.342, 0.282, 0.447, 0.044, 0.255, 0.391, 0.323, 0.281, 0.362, 0.263, 0.464, 0.403, 0.318, 0.368, 0.404, 0.447, 0.355, 0.259, 0.382, 0.440, 0.351, 0.263, 0.315, 0.385, 0.375, 0.455, 0.227, 0.582, 0.323, 0.276, 0.818, -0.145, 0.386, 0.336, 0.409, 0.650, -0.387, -0.176, -0.373, -0.358, -0.381, -0.203, 0.600, -0.181, -0.163, -0.714, -0.505, 0.091], "lumo_energy_ev": 2.312, "multiplicity": 1, "molar_mass_g_mol": 1092.07, "gap_ev": 7.0, "homo_ev": -4.698, "fmax_ev_per_a": 5.02, "energy_ha": -6748.16516, "charge": -1}



Record 2
{"formula": "C56H43CsFIN6O9P2", "method": "the ωB97M-V functional and the def2-TZVPD basis", "species": ["Cs", "O", "C", "O", "C", "C", "C", "C", "C", "N", "C", "O", "O", "H", "H", "H", "C", "C", "C", "C", "C", "C", "C", "C", "P", "C", "C", "C", "C", "C", "C", "C", "C", "C", "C", "C", "C", "C", "O", "C", "C", "C", "C", "C", "C", "P", "C", "C", "C", "C", "C", "C", "C", "C", "C", "C", "C", "C", "H", "H", "H", "H", "H", "H", "H", "H", "H", "H", "H", "H", "H", "H", "H", "H", "H", "H", "H", "H", "H", "H", "H", "H", "H", "H", "H", "H", "H", "H", "H", "H", "I", "C", "C", "N", "N", "C", "H", "H", "H", "N", "C", "H", "F", "C", "C", "N", "C", "C", "O", "O", "C", "O", "N", "C", "O", "H", "H", "H", "H"], "xyz": [[1.402, -0.236, -1.901], [0.015, 2.880, -4.852], [0.010, 1.831, -4.194], [0.126, 1.716, -2.938], [-0.190, 0.523, -4.983], [-0.615, 0.578, -6.304], [-0.855, -0.616, -6.965], [-0.648, -1.816, -6.306], [-0.174, -1.788, -4.998], [0.034, -0.635, -4.358], [0.145, -3.069, -4.222], [-0.856, -3.733, -3.878], [1.360, -3.280, -4.035], [-0.759, 1.544, -6.766], [-1.208, -0.611, -7.992], [-0.843, -2.768, -6.783], [-4.599, 1.558, 4.633], [-4.131, 0.338, 3.822], [-4.915, -0.909, 4.267], [-4.385, 0.596, 2.343], [-5.680, 0.817, 1.879], [-5.932, 1.114, 0.552], [-4.871, 1.241, -0.335], [-3.563, 1.039, 0.081], [-2.087, 1.377, -1.011], [-2.887, 1.088, -2.632], [-2.820, -0.228, -3.092], [-3.380, -0.587, -4.307], [-4.004, 0.377, -5.087], [-4.065, 1.691, -4.646], [-3.511, 2.047, -3.422], [-2.067, 3.215, -0.818], [-1.422, 4.009, -1.772], [-1.295, 5.377, -1.578], [-1.789, 5.979, -0.428], [-2.419, 5.198, 0.529], [-2.559, 3.831, 0.333], [-3.354, 0.668, 1.413], [-2.056, 0.418, 1.752], [-1.732, 0.076, 3.035], [-0.404, -0.333, 3.207], [0.031, -0.592, 4.494], [-0.846, -0.495, 5.571], [-2.174, -0.186, 5.351], [-2.651, 0.094, 4.068], [0.568, -0.631, 1.657], [-0.377, -2.138, 1.159], [-0.818, -3.099, 2.073], [-1.540, -4.202, 1.645], [-1.827, -4.368, 0.293], [-1.400, -3.426, -0.628], [-0.694, -2.311, -0.184], [2.124, -1.286, 2.382], [3.057, -0.338, 2.814], [4.297, -0.735, 3.284], [4.638, -2.082, 3.301], [3.724, -3.026, 2.864], [2.470, -2.629, 2.415], [-5.663, 1.743, 4.476], [-4.047, 2.449, 4.331], [-4.436, 1.398, 5.700], [-5.987, -0.769, 4.117], [-4.745, -1.114, 5.325], [-4.596, -1.780, 3.693], [-6.508, 0.758, 2.577], [-6.948, 1.270, 0.213], [-5.058, 1.514, -1.366], [-2.298, -0.979, -2.507], [-3.285, -1.609, -4.654], [-4.418, 0.109, -6.052], [-4.531, 2.450, -5.263], [-3.555, 3.076, -3.091], [-0.992, 3.555, -2.656], [-0.790, 5.970, -2.331], [-1.675, 7.045, -0.275], [-2.801, 5.649, 1.436], [-3.060, 3.245, 1.094], [1.057, -0.899, 4.655], [-0.495, -0.698, 6.575], [-2.862, -0.167, 6.189], [-0.591, -2.983, 3.127], [-1.873, -4.939, 2.367], [-2.372, -5.243, -0.042], [-1.560, -3.567, -1.692], [-0.363, -1.604, -0.933], [2.808, 0.715, 2.760], [5.014, 0.010, 3.610], [5.623, -2.389, 3.633], [3.991, -4.076, 2.844], [1.768, -3.370, 2.064], [4.310, -6.868, -0.656], [3.478, -5.023, -1.053], [3.940, -4.085, -1.948], [3.100, -3.050, -1.841], [2.128, -3.242, -0.957], [2.340, -4.450, -0.464], [4.771, -4.092, -2.629], [3.060, -2.235, -2.430], [1.676, -4.871, 0.274], [1.327, 2.747, 0.330], [1.439, 2.441, 1.449], [1.028, 2.610, -0.623], [7.542, 0.707, 3.451], [7.167, 1.435, 2.380], [6.689, 0.840, 1.279], [6.296, 1.549, 0.173], [5.770, 0.835, -1.011], [4.847, -0.321, -0.549], [5.438, -1.337, -0.136], [3.615, -0.099, -0.596], [6.393, 2.922, 0.135], [6.118, 3.609, -0.827], [6.861, 3.493, 1.311], [7.288, 2.872, 2.479], [7.706, 3.514, 3.424], [6.558, -0.235, 1.197], [6.610, 0.426, -1.575], [5.239, 1.571, -1.603], [6.913, 4.500, 1.299]], "mulliken_charge": [2.434, -0.821, -0.300, -0.338, 0.504, -0.779, -0.451, -0.692, 0.324, 0.843, 0.000, -0.827, -0.717, 0.532, 0.383, 0.495, -1.883, 1.704, -1.912, 0.923, -0.130, -1.674, -0.397, -0.124, 1.669, 0.274, -1.143, -0.336, -0.618, -0.767, 0.167, 0.310, -0.194, -0.806, -0.626, -0.653, -0.705, -0.755, 0.247, -0.606, -0.092, -0.313, -1.649, -0.267, 0.708, 0.658, 0.987, -0.106, -0.985, -0.954, -0.653, 2.336, 0.964, -0.702, -0.764, -0.643, -0.554, -0.305, 0.384, 0.380, 0.379, 0.412, 0.406, 0.378, 0.342, 0.400, 0.519, 0.262, 0.424, 0.361, 0.385, 0.440, 0.236, 0.471, 0.341, 0.420, 0.255, 0.441, 0.380, 0.313, 0.487, 0.377, 0.402, 0.270, -2.539, 0.351, 0.624, 0.336, 0.382, 0.179, -0.002, -1.121, -0.185, 0.182, 0.204, -0.053, 0.460, -0.287, 0.506, 0.031, -0.364, 0.213, -0.407, 0.338, -0.186, 0.116, -0.883, 0.184, -0.736, -0.285, 0.453, -0.670, -0.057, 0.281, -0.680, 0.688, 0.227, 0.402, 0.212], "lumo_energy_ev": 3.344, "multiplicity": 1, "molar_mass_g_mol": 1284.75, "gap_ev": 7.1, "homo_ev": -3.726, "fmax_ev_per_a": 1.21, "energy_ha": -4266.11382, "charge": -2, "e_above_lowest_kj_mol": 159.6}